4 unconnected molecules or ions with the total composition C8H24O4 at a distorted geometry, computed with ωB97M-V with the def2-TZVPD basis set.

Properties
- Gap between HOMO and LUMO: 10.46 eV
- Structure (SMILES): CCO.CCO.CCO.CCO
- DFT total energy: -16873.1994 eV
- Relative energy (zero: lowest compared OMol25 entry of this formula, charge and spin): 34.82 kcal/mol

```
! wB97M-V def2-TZVPD RIJCOSX def2/J DEFGRID3
* xyz 0 1
C -2.44109 1.75588 2.22058
H -2.58161 3.20094 3.87718
H 1.39410 0.95649 -4.00527
H 2.76773 -1.30146 0.99332
C -1.64993 -1.07386 -2.73732
C 2.40356 0.97115 -3.59431
H -2.91417 -0.18483 2.32481
C 2.20360 1.24881 -2.08385
O 3.34878 1.80342 -4.23205
O -2.14835 0.36469 2.14274
H 1.67162 -0.40656 2.04290
H 1.65115 2.18439 -1.99670
H 2.62792 -2.87710 2.93718
H 2.89273 0.01756 -3.79298
C 1.81881 -1.35536 1.52695
H -1.29378 0.23361 0.15557
H 4.22018 1.53274 -3.93373
C 1.69986 -2.49997 2.50756
H -3.20018 1.69855 4.28187
C -2.14884 -0.50116 -1.42662
H 1.02329 -1.33988 0.78196
H -2.97224 0.21303 -1.43380
H 1.66953 0.44575 -1.57594
H -1.46589 1.79956 4.13429
C -2.40007 2.14265 3.68967
H 3.18019 1.26776 -1.60009
H -1.01759 -0.35777 -3.26216
H -3.40704 1.96327 1.76012
H -1.68630 2.25118 1.60978
H -1.22184 -2.07136 -2.63817
H 1.65900 -3.79418 1.01368
H -2.48950 -1.24495 -3.41108
O -1.03043 0.04728 -0.74861
H -2.37343 -1.25838 -0.67544
O 1.15521 -3.63299 1.81481
H 1.05500 -2.19889 3.33314
*
```

Taken from the natural (NBO) analysis, the atomic charges in e are: C -0.07; H 0.21; H 0.17; H 0.20; C -0.63; C -0.06; H 0.48; C -0.64; O -0.72; O -0.75; H 0.21; H 0.21; H 0.16; H 0.15; C -0.66; H 0.48; H 0.46; C -0.07; H 0.20; C -0.07; H 0.23; H 0.16; H 0.23; H 0.22; C -0.64; H 0.19; H 0.22; H 0.16; H 0.18; H 0.22; H 0.46; H 0.21; O -0.75; H 0.17; O -0.73; H 0.18

---

4 unconnected molecules or ions with the total composition C8H24O4, computed with ωB97M-V with the def2-TZVPD basis set.

Properties
- Gap between HOMO and LUMO: 10.07 eV
- Structure (SMILES): CCO.CCO.CCO.CCO
- DFT total energy: -16874.3333 eV
- Relative energy (zero: lowest compared OMol25 entry of this formula, charge and spin): 8.67 kcal/mol

```
! wB97M-V def2-TZVPD RIJCOSX def2/J DEFGRID3
* xyz 0 1
C -13.85382 6.19724 16.46684
H -19.00894 7.17749 11.52519
C -19.99142 6.71589 11.46447
H -13.00159 5.68218 16.91162
H -20.33033 6.77141 10.42688
C -17.46606 4.03792 13.49576
H -14.61704 0.21118 11.71254
H -14.79641 -1.61566 15.34328
H -18.52174 3.95262 13.21594
O -14.46435 0.30780 12.65623
C -14.73748 -0.67371 14.79823
C -14.54609 5.29511 15.47264
C -16.61676 2.93110 12.90845
H -16.37637 3.20690 11.87336
H -13.81356 4.89046 14.76859
H -17.44808 4.09839 14.58408
H -15.42702 -1.51819 12.94620
H -17.17757 5.02068 13.10795
O -15.15148 4.22816 16.18095
H -13.67675 -1.54471 13.15630
H -13.87891 -0.11650 15.17615
H -22.97497 7.44138 12.34668
H -14.99557 1.96618 13.37007
H -20.99392 8.49212 12.10842
H -15.30719 5.85623 14.91759
O -15.42575 2.78172 13.66404
O -22.29468 6.88692 11.95558
H -19.93233 5.66040 11.73144
H -14.53511 6.47266 17.27226
H -17.19393 1.99986 12.86525
H -20.81091 7.27464 13.38310
H -15.44951 3.57598 15.53813
C -14.57735 -0.94286 13.32883
H -15.63181 -0.08175 14.99360
C -21.02636 7.41452 12.31785
H -13.50624 7.11113 15.98286
*
```

Taken from the natural (NBO) analysis, the atomic charges in e are: C -0.62; H 0.21; C -0.62; H 0.21; H 0.21; C -0.64; H 0.48; H 0.22; H 0.21; O -0.75; C -0.63; C -0.06; C -0.06; H 0.16; H 0.16; H 0.22; H 0.16; H 0.21; O -0.75; H 0.16; H 0.22; H 0.47; H 0.51; H 0.15; H 0.15; O -0.77; O -0.72; H 0.21; H 0.21; H 0.16; H 0.16; H 0.49; C -0.06; H 0.22; C -0.06; H 0.20

---

> What is the DFT total energy in the second record?

-16874.3333 eV